No. 1
Density functional theory data (ωB97M-V/def2-TZVPD) for 3 unconnected molecules or ions with the total composition C3H5IO2 at a distorted geometry.

- Frontier orbital gap: 0.3641 Ha
- Energy above the lowest of the compared OMol25 structures with the same formula, charge and spin: 110.8 kJ/mol

CARTESIAN COORDINATES (ANGSTROEM)
C 2.082 -1.869 -0.383
C 0.420 0.498 -0.581
C -0.060 -0.374 0.431
O 1.947 -2.442 0.586
O -1.253 -0.594 0.601
I -2.842 2.394 0.176
H 0.218 0.001 -1.476
H 1.441 0.740 -0.515
H -0.232 1.426 -0.621
H 0.576 -0.733 1.148
H -2.296 0.954 0.633



No. 2
Density functional theory data (ωB97M-V/def2-TZVPD) for 2 unconnected molecules or ions with the total composition C6H14O2 at a distorted geometry.

- Frontier orbital gap (spin up / spin down): 0.0982 / 0.3516 Ha
- 2S+1: 2
- <S²>: 0.750
- Charge: -1
- Energy above the lowest of the compared OMol25 structures with the same formula, charge and spin: 63.6 kJ/mol

CARTESIAN COORDINATES (ANGSTROEM)
C 1.268 0.204 -1.801
O 1.347 1.352 -2.644
C -0.160 -0.245 -1.537
C -0.683 0.076 -0.155
C -0.089 -0.770 0.937
C 0.603 -0.235 1.920
C -0.338 -2.282 0.846
H 1.839 -0.577 -2.325
H 1.864 0.443 -0.979
H 0.492 1.576 -3.000
H -0.267 -1.293 -1.843
H -0.788 0.184 -2.331
H -1.757 -0.054 -0.156
H -0.483 1.108 0.114
H 0.644 0.852 1.950
H 1.038 -0.704 2.788
H -1.117 -2.535 1.569
H -0.552 -2.556 -0.179
H 0.566 -2.765 1.217
H -1.321 2.197 2.420
H -1.315 3.147 1.205
O -0.792 2.879 1.982



No. 3
Density functional theory data (ωB97M-V/def2-TZVPD) for C2Cl6Si in the gas phase at a distorted geometry.

- Frontier orbital gap (spin up / spin down): 0.3079 / 0.1939 Ha
- 2S+1: 3
- <S²>: 2.015
- Energy above the lowest of the compared OMol25 structures with the same formula, charge and spin: 361.9 kJ/mol

CARTESIAN COORDINATES (ANGSTROEM)
C -0.975 0.773 1.188
C -0.120 -1.764 -0.045
Si -0.058 1.278 -0.300
Cl -0.516 0.935 2.756
Cl -0.280 -3.384 -0.538
Cl 1.313 -1.594 0.838
Cl 0.095 -0.642 -1.495
Cl -1.206 2.286 -1.665
Cl 1.747 2.112 -0.739